Entry from OMol25: 2 unconnected molecules or ions with the total composition C5H13N3O2 (ωB97M-V/def2-TZVPD).

Geometry as XYZ:
```
23
Properties=species:S:1:pos:R:3
C 1.20 -0.02 3.51
C 0.22 -0.34 2.39
N -0.07 0.73 1.48
C 0.77 1.27 0.72
N 2.11 0.90 0.60
N 0.40 2.22 -0.27
H 2.23 0.22 3.25
H 1.14 -0.94 4.10
H 0.84 0.75 4.19
H 0.62 -1.18 1.80
H -0.70 -0.63 2.89
H 2.33 -0.03 0.92
H 2.48 1.03 -0.33
H 0.45 3.19 0.00
H -0.57 2.05 -0.53
C -0.33 -1.96 -1.52
C -1.41 -1.13 -2.16
O -2.55 -1.44 -2.37
O -0.85 0.00 -2.65
H 0.19 -2.47 -2.33
H -0.79 -2.66 -0.83
H 0.40 -1.39 -0.99
H -1.43 0.64 -3.03
```

Computed properties:
maximum force	1.79	eV/A
SMILES string	CCN=C(N)N.CC(=O)O
total charge	0
energy above the lowest of the compared OMol25 structures with the same formula, charge and spin	0.665	eV
E_HOMO	-0.334	Ha
HOMO-LUMO gap	9.78	eV

Entry from OMol25: 2 unconnected molecules or ions with the total composition C5H13N3O3P (ωB97M-V/def2-TZVPD).

Geometry as XYZ:
```
25
Properties=species:S:1:pos:R:3
C -0.90 -2.27 -0.20
C -0.45 1.75 1.29
C -0.73 2.26 -1.16
C 0.24 1.79 -0.07
C 0.78 0.41 -0.39
N 0.11 -2.92 -0.86
N -0.61 -2.05 1.14
N -2.01 -2.03 -0.79
O 2.04 0.41 -1.15
O 2.98 0.63 1.33
O 2.39 -1.72 0.40
P 2.22 -0.23 0.41
H -0.83 2.73 1.56
H 0.26 1.41 2.04
H -1.29 1.05 1.26
H -1.14 3.23 -0.92
H -0.21 2.32 -2.12
H -1.55 1.55 -1.27
H 1.10 2.46 -0.02
H 0.05 -0.24 -0.86
H -0.01 -2.95 -1.86
H 1.04 -2.65 -0.55
H 0.38 -1.99 1.34
H -1.15 -1.32 1.59
H -2.71 -1.63 -0.16
```

Computed properties:
maximum force	1.60	eV/A
total charge	-1
energy above the lowest of the compared OMol25 structures with the same formula, charge and spin	0.000	eV
E_HOMO	-0.197	Ha
HOMO-LUMO gap	8.88	eV

Entry from OMol25: 2 unconnected molecules or ions with the total composition C5H13N3OS (ωB97M-V/def2-TZVPD).

Geometry as XYZ:
```
23
Properties=species:S:1:pos:R:3
C -0.03 0.50 -1.50
C -0.09 0.03 0.81
C -2.57 -0.35 -2.29
C -0.72 -1.09 1.51
C 2.04 0.49 2.02
N -0.62 0.13 -0.56
N 1.96 0.38 -0.53
N 1.38 -0.14 0.64
O 0.28 0.78 -2.58
S -2.91 0.91 -3.27
H -1.93 -1.13 -2.67
H -0.19 1.04 1.23
H -3.15 -0.58 -1.40
H -0.34 -2.00 1.13
H -1.77 -1.06 1.46
H -0.46 -1.01 2.56
H 1.26 0.52 2.83
H 2.77 -0.35 2.37
H 2.64 1.33 1.78
H 2.27 1.33 -0.34
H 2.64 -0.19 -1.14
H 1.50 -1.14 0.69
H -3.96 1.61 -2.77
```

Computed properties:
maximum force	5.85	eV/A
total charge	+2
energy above the lowest of the compared OMol25 structures with the same formula, charge and spin	0.419	eV
E_HOMO	-0.668	Ha
HOMO-LUMO gap	8.93	eV

Entry from OMol25: a gas-phase ion, C5H13N4 (charge +1) (ωB97M-V/def2-TZVPD).

Geometry as XYZ:
```
22
Properties=species:S:1:pos:R:3
C -1.06 0.79 -1.35
C 0.34 0.90 -1.19
C -2.04 -0.14 -1.04
C -3.46 0.10 -1.39
C 2.33 0.02 2.27
N 1.38 0.32 -0.60
N 1.60 -0.84 0.09
N -1.72 -1.27 -0.39
N 2.66 -0.68 1.00
H -1.44 1.64 -1.90
H 0.70 1.78 -1.72
H -4.10 -0.66 -0.96
H -3.59 0.10 -2.47
H -3.78 1.08 -1.02
H 2.08 1.06 2.06
H 1.47 -0.46 2.72
H 3.17 -0.02 2.96
H 2.26 0.82 -0.82
H -2.40 -1.99 -0.23
H -0.74 -1.47 -0.20
H 3.49 -0.20 0.57
H 2.95 -1.64 1.22
```

Computed properties:
maximum force	2.55	eV/A
total charge	+1
energy above the lowest of the compared OMol25 structures with the same formula, charge and spin	3.121	eV
E_HOMO	-0.406	Ha
HOMO-LUMO gap	7.89	eV

Entry from OMol25: 2 unconnected molecules or ions with the total composition C5H13N5S (ωB97M-V/def2-TZVPD).

Geometry as XYZ:
```
24
Properties=species:S:1:pos:R:3
C 1.82 1.31 4.74
C -1.13 -2.18 0.49
C 0.04 1.77 -2.31
C -0.08 2.46 -0.01
C 0.32 -2.19 0.95
N 1.25 0.56 3.94
N 0.17 -0.15 3.91
N -0.06 -0.87 2.90
N 0.64 -0.99 1.73
N 0.38 1.71 -0.92
S 2.76 2.26 5.49
H -1.37 -1.27 -0.06
H -1.30 -3.03 -0.16
H -1.83 -2.28 1.32
H -0.35 0.81 -2.65
H -0.70 2.55 -2.50
H 0.93 1.97 -2.90
H 1.63 -0.82 1.86
H 0.24 2.37 1.02
H -0.82 3.23 -0.25
H 0.99 -2.18 0.09
H 0.53 -3.09 1.53
H -0.94 -1.39 2.93
H 1.08 1.00 -0.69
```

Computed properties:
maximum force	2.17	eV/A
total charge	+2
energy above the lowest of the compared OMol25 structures with the same formula, charge and spin	2.816	eV
E_HOMO	-0.609	Ha
HOMO-LUMO gap	8.32	eV

Entry from OMol25: 2 unconnected molecules or ions with the total composition C5H13NO (ωB97M-V/def2-TZVPD).

Geometry as XYZ:
```
20
Properties=species:S:1:pos:R:3
C -1.22 -1.06 1.65
C -0.66 -1.10 0.24
C 0.41 -0.43 -0.23
C 1.50 0.03 0.66
N 0.58 -0.12 -1.57
C -0.37 -0.22 -2.64
H -0.69 -1.77 2.29
H -1.04 -0.12 2.16
H -2.26 -1.35 1.67
H -1.38 -1.51 -0.45
H 2.49 -0.34 0.34
H 1.35 -0.32 1.67
H 1.84 1.06 0.56
H 1.51 0.10 -1.87
H -0.93 0.71 -2.78
H 0.10 -0.68 -3.51
H -1.20 -0.87 -2.40
O -0.04 3.01 1.16
H 0.31 2.12 0.98
H -0.31 2.87 2.08
```

Computed properties:
maximum force	1.73	eV/A
SMILES string	C/C=C(\C)NC.O
total charge	0
energy above the lowest of the compared OMol25 structures with the same formula, charge and spin	1.835	eV
E_HOMO	-0.277	Ha
HOMO-LUMO gap	8.38	eV

Entry from OMol25: 2 unconnected molecules or ions with the total composition C5H13NO (ωB97M-V/def2-TZVPD).

Geometry as XYZ:
```
20
Properties=species:S:1:pos:R:3
C 0.35 2.20 -0.46
C 0.74 0.98 0.36
C 0.33 1.27 1.84
N 1.42 1.29 2.72
O -0.81 1.42 2.18
H -0.55 2.70 -0.09
H 0.41 1.91 -1.51
H 0.99 3.09 -0.34
H 0.11 0.10 0.22
H 1.82 0.90 0.29
H 1.13 1.68 3.61
H 2.27 1.62 2.29
C -0.24 -2.36 -1.50
C -1.74 -2.42 -1.26
H 0.31 -2.28 -0.56
H 0.06 -3.17 -2.15
H -0.04 -1.41 -1.99
H -2.28 -2.46 -2.21
H -2.25 -1.69 -0.62
H -2.04 -3.36 -0.80
```

Computed properties:
maximum force	2.63	eV/A
SMILES string	CCC(N)=O.CC
total charge	0
energy above the lowest of the compared OMol25 structures with the same formula, charge and spin	0.680	eV
E_HOMO	-0.360	Ha
HOMO-LUMO gap	10.67	eV

Entry from OMol25: 2 unconnected molecules or ions with the total composition C5H13NO (ωB97M-V/def2-TZVPD).

Geometry as XYZ:
```
20
Properties=species:S:1:pos:R:3
C -0.63 2.30 1.15
C 0.38 1.13 1.56
C 0.61 0.02 0.58
C 0.77 0.16 -0.83
N 0.71 -0.74 -1.82
C 1.05 -2.09 -1.44
H -0.85 2.89 2.08
H -1.63 1.86 0.94
H -0.41 3.05 0.38
H 1.24 1.60 2.04
H -0.15 0.55 2.34
H 0.23 -0.99 0.83
H 0.34 1.13 -1.04
H 1.30 -0.38 -2.54
H 2.03 -2.32 -0.97
H 0.27 -2.48 -0.79
H 1.06 -2.64 -2.37
O -2.14 -1.39 0.10
H -1.33 -0.85 0.09
H -2.85 -0.81 -0.29
```

Computed properties:
maximum force	6.98	eV/A
SMILES string	CC/C=C/NC.O
total charge	0
energy above the lowest of the compared OMol25 structures with the same formula, charge and spin	2.759	eV
E_HOMO	-0.296	Ha
HOMO-LUMO gap	8.93	eV